[1]
108
Properties=species:S:1:pos:R:3:forces:R:3 method="wB97M-V/def2-TZVPD" spin_multiplicity=1 max_force_ev_per_a=3.43 smiles="O=S1(=O)CCCC1.O=S1(=O)CCCC1.O=S1(=O)CCCC1.COC[C@H](C)N.COC[C@H](C)N.COC[C@H](C)N.CC(C)O" charge=0 gap_ev=9.162
O 1.31652 1.79290 -7.12207 0.02 -0.60 -0.14
S 0.67597 0.72772 -7.85951 -2.70 1.13 -1.79
O 1.16977 -0.61366 -7.92469 0.37 -0.55 0.78
C -1.25197 0.78112 -7.49228 1.74 1.30 0.00
C -1.90910 0.75876 -8.86657 -0.03 -0.59 0.75
C -1.07036 1.69969 -9.72228 1.01 -0.14 -0.14
C 0.41754 1.21556 -9.64812 -1.10 0.37 0.46
H -1.44194 1.80813 -7.18039 0.56 0.09 0.56
H -1.47625 0.14466 -6.63631 -0.15 -0.46 -0.60
H -2.00004 -0.28555 -9.16529 -0.11 0.20 -0.70
H -2.87128 1.26710 -8.80397 -0.34 -0.63 0.14
H -1.26224 2.68768 -9.30376 0.50 0.20 0.01
H -1.41114 1.75152 -10.75634 0.05 -0.21 -0.01
H 1.21168 1.89179 -9.96457 -0.25 0.22 0.22
H 0.42932 0.34550 -10.30460 0.44 -0.32 0.48
O 7.59641 3.20390 7.04257 -0.57 -1.18 -1.48
S 7.01739 2.50893 5.88379 -0.43 0.33 -0.39
O 7.56869 1.29394 5.28153 0.08 1.28 0.92
C 5.23960 2.16890 6.11528 -0.32 0.32 -1.00
C 4.50566 3.41313 5.46652 1.19 -1.35 0.13
C 5.26414 3.62803 4.10802 -0.46 -0.38 0.98
C 6.73024 3.73917 4.53370 -0.02 0.55 -0.57
H 5.00918 1.85183 7.13237 0.07 0.57 0.06
H 5.06325 1.30647 5.47246 0.10 -0.08 0.01
H 3.43905 3.22715 5.34059 0.10 0.10 0.15
H 4.71464 4.21719 6.17213 -0.41 0.47 -0.34
H 4.86222 4.46514 3.53723 0.38 0.46 0.36
H 5.12852 2.80843 3.40236 -0.07 -0.48 0.39
H 6.89547 4.75835 4.88306 0.20 -0.19 0.50
H 7.40900 3.59191 3.69364 0.17 -0.40 0.27
O -2.40583 6.54955 -5.47231 0.22 0.63 0.33
S -1.73756 7.56537 -4.68003 -0.03 1.54 1.00
O -2.38580 8.86914 -4.38743 0.88 -2.28 -0.44
C -1.11615 6.77566 -3.13367 1.37 0.46 -0.38
C 0.37133 7.28411 -2.95040 -1.45 0.12 -1.65
C 0.97050 7.24696 -4.42280 -0.89 0.18 0.57
C -0.07484 7.91291 -5.36873 -0.20 0.12 0.60
H -1.05140 5.72423 -3.41364 -0.40 -0.10 0.30
H -1.74199 6.98644 -2.26649 -0.17 -0.12 -0.33
H 0.32362 8.31849 -2.60995 0.16 0.05 0.06
H 0.90047 6.69203 -2.20371 0.07 -0.07 -0.30
H 1.12375 6.21479 -4.73782 0.21 0.01 0.11
H 1.90229 7.81198 -4.44809 0.03 -0.23 -0.16
H -0.14448 7.60400 -6.41173 0.40 -0.34 0.15
H 0.05200 8.99547 -5.36067 -0.21 -0.01 0.12
C -11.71769 0.98518 4.97607 1.79 0.94 -0.57
O -10.56714 0.57514 4.21001 -0.71 -1.11 -0.55
C -9.43740 1.40425 4.28604 -0.04 0.23 1.71
C -8.15473 0.74629 3.67931 -0.99 -0.78 0.77
C -7.78377 -0.53601 4.50714 -0.34 -0.37 -0.51
N -6.96522 1.57327 3.64894 0.08 0.69 0.59
H -11.35253 1.25547 5.96688 -0.32 -0.41 0.49
H -12.49779 0.22402 4.96265 0.36 0.03 -0.02
H -12.05964 1.93376 4.56211 -0.52 0.02 -0.20
H -9.71176 2.42710 4.02799 0.32 0.24 -1.31
H -9.26534 1.59128 5.34600 0.55 -0.30 0.71
H -8.44132 0.47939 2.66209 0.23 -0.26 -0.08
H -7.16964 -0.39225 5.39611 -0.15 0.83 0.14
H -7.17944 -1.26085 3.96170 -0.07 0.21 -0.56
H -8.65798 -1.09589 4.83937 -0.21 0.23 -0.13
H -7.16366 2.55130 3.49336 -0.39 0.22 -0.79
H -6.64022 1.64297 4.60268 0.42 -0.41 0.33
C -0.37701 -5.60726 3.59328 0.83 -0.35 0.36
O 0.86193 -4.92223 3.90250 -0.81 -0.30 0.68
C 1.38906 -5.20708 5.23638 -0.41 0.29 -1.08
C 0.47383 -4.87988 6.39270 0.11 2.52 1.42
C 0.26817 -3.31664 6.51358 -0.73 -0.09 -1.37
N 1.12557 -5.21176 7.66469 0.63 -0.43 -0.67
H -1.21022 -5.32414 4.23650 0.12 0.07 0.20
H -0.18846 -6.67839 3.66547 -0.18 -0.26 0.30
H -0.71926 -5.47282 2.56717 0.58 0.63 -0.07
H 1.65633 -6.25837 5.34348 0.11 -0.36 -0.35
H 2.29846 -4.60865 5.29058 -0.03 -0.05 0.08
H -0.42101 -5.50191 6.37119 -0.53 0.58 -0.66
H 1.17335 -2.73076 6.67321 0.57 -0.74 -0.11
H -0.38423 -2.88168 7.27074 -0.40 -0.87 0.30
H -0.12788 -2.94856 5.56713 -0.13 0.07 -0.17
H 0.40316 -5.13178 8.36599 0.17 -0.29 0.33
H 1.39846 -6.17708 7.54731 0.11 -0.41 0.80
C 6.84487 -7.01812 -1.61850 -0.52 0.44 -1.47
O 6.10307 -6.40255 -2.69186 0.76 0.88 -0.23
C 4.76001 -6.73066 -2.86520 -0.96 -0.87 0.30
C 4.02436 -5.82082 -3.90191 -0.21 0.38 0.46
C 2.56403 -6.19804 -4.27055 0.62 -0.05 1.01
N 4.74580 -5.74882 -5.14882 1.03 -0.49 -0.01
H 7.02104 -8.04466 -1.93987 0.58 -0.08 0.28
H 6.39276 -7.04505 -0.62704 -0.61 0.30 -0.08
H 7.71207 -6.35867 -1.58425 0.33 -0.67 0.19
H 4.63499 -7.77986 -3.13287 0.12 -0.38 -0.30
H 4.36196 -6.63394 -1.85510 -1.04 0.17 -0.05
H 4.11329 -4.86024 -3.39448 -0.70 0.50 0.07
H 1.92208 -6.13513 -3.39189 -0.07 -0.41 0.06
H 2.57328 -7.18884 -4.72477 -0.13 -0.13 0.26
H 2.09318 -5.54378 -5.00427 0.49 0.33 -0.06
H 5.67326 -5.45268 -4.88010 0.45 0.00 -0.47
H 4.36725 -5.03346 -5.75304 -0.14 0.08 0.04
C -0.12736 -0.56056 -1.03817 0.81 -0.22 1.50
C -0.75986 0.11076 0.20059 0.76 1.05 -0.70
C 0.14906 1.22979 0.84366 0.04 -2.19 -0.09
O -1.93073 0.67712 -0.32136 -1.13 0.70 -0.95
H 0.21478 0.13957 -1.80031 -0.95 0.08 -0.27
H -0.81007 -1.37024 -1.29590 0.11 0.33 -0.80
H 0.82199 -1.02618 -0.77354 0.02 -0.32 0.41
H -1.11049 -0.68371 0.85935 0.70 0.02 0.67
H 0.95742 0.72188 1.36967 0.05 -0.13 0.29
H -0.38631 1.80862 1.59626 -0.02 0.31 -0.37
H 0.69062 1.77627 0.07154 -0.63 0.48 -0.04
H -2.42716 1.22002 0.29541 0.24 -0.11 0.33


[2]
54
Properties=species:S:1:pos:R:3:forces:R:3 method="wB97M-V/def2-TZVPD" spin_multiplicity=1 max_force_ev_per_a=1.30 charge=0 e_above_lowest_kcal_mol=9.0 gap_ev=3.905
C -2.14407 0.70192 4.02543 -0.20 0.00 0.04
C -1.83765 1.95283 3.47501 -0.18 -0.27 -0.23
C -1.10362 2.03314 2.29698 0.26 -0.35 0.06
C -0.45394 0.86316 1.79980 -0.41 -0.06 0.37
C 0.68629 0.95999 0.93558 0.29 0.19 -0.26
C 1.32080 2.28577 0.66953 0.40 0.47 -0.48
O 1.45826 2.76212 -0.45946 -0.02 -0.56 1.12
C 1.82783 3.02966 1.89336 0.18 0.39 0.29
C 1.99870 2.38197 3.13173 -0.27 0.04 -0.02
C 2.27420 3.11504 4.29298 0.24 0.07 -0.36
C 2.43768 4.50503 4.21664 -0.23 -0.20 -0.17
C 2.32999 5.14805 2.97594 0.20 -0.32 0.09
C 2.07054 4.41058 1.81984 -0.22 -0.05 0.14
C 1.56886 -0.11938 0.87870 0.48 -1.19 -0.19
N 2.26161 -1.06736 0.83192 -0.56 0.99 -0.03
C -0.91710 -0.40676 2.24902 -0.22 0.57 0.23
C -1.76684 -0.46789 3.35154 0.06 0.20 -0.15
H -2.73169 0.64469 4.94374 0.16 -0.02 -0.29
H -2.17811 2.86921 3.96649 -0.01 -0.33 -0.24
H -0.95448 2.99736 1.79671 0.18 -0.35 0.38
H 1.87511 1.29200 3.18597 -0.02 0.55 0.01
H 2.37330 2.59472 5.25159 -0.03 0.23 -0.40
H 2.63450 5.08365 5.12456 -0.07 -0.20 -0.35
H 2.45490 6.22705 2.90713 0.03 -0.21 0.03
H 2.01984 4.91219 0.85148 -0.13 -0.20 0.26
H -0.57507 -1.31248 1.73804 0.00 0.29 0.34
H -2.13186 -1.43670 3.69489 0.16 0.23 0.01
C -0.97981 -4.37513 -3.43593 -0.26 -0.39 0.16
N -0.71409 -3.05953 -2.85747 0.18 0.10 -0.03
C -1.78691 -2.29200 -2.45421 0.77 0.56 -0.04
C -3.09954 -2.62431 -2.83726 -0.58 -0.05 -0.01
C -4.14349 -1.74747 -2.57322 0.78 -0.27 0.12
C -3.90023 -0.55662 -1.85918 0.54 0.12 0.29
C -2.61968 -0.24990 -1.41949 -0.55 0.05 -0.20
C -1.51012 -1.06529 -1.75576 -0.38 -0.89 -0.25
C -0.18029 -0.65863 -1.53435 -0.31 0.16 -1.00
C 0.87549 -1.33901 -2.15706 -0.16 -0.97 -0.34
C 0.58257 -2.57636 -2.84478 -0.35 0.47 0.19
C 1.58620 -3.23612 -3.57459 0.61 -0.36 -0.41
C 2.86033 -2.69168 -3.69286 -0.92 -0.04 0.48
C 3.17143 -1.51065 -2.99363 -0.29 0.31 0.30
C 2.21453 -0.86622 -2.22336 0.54 -0.15 -0.20
H -0.13301 -5.04402 -3.24991 -0.31 0.25 -0.07
H -1.84691 -4.79404 -2.91250 0.33 0.00 -0.21
H -1.20183 -4.32689 -4.51379 0.17 0.05 0.33
H -3.29267 -3.55015 -3.38551 -0.01 0.52 0.21
H -5.14613 -1.99005 -2.92281 0.25 0.09 0.11
H -4.72558 0.11871 -1.65985 0.16 -0.06 0.07
H -2.41587 0.65275 -0.85056 -0.11 -0.06 -0.05
H -0.02304 0.28077 -1.01214 0.23 -0.01 0.02
H 1.36544 -4.17159 -4.09565 0.13 0.53 0.15
H 3.60278 -3.19116 -4.31730 -0.20 0.16 0.25
H 4.18086 -1.11615 -3.05296 -0.19 0.04 0.08
H 2.48162 0.02120 -1.65902 -0.13 -0.07 -0.13


[3]
16
Properties=species:S:1:pos:R:3:forces:R:3 method="wB97M-V/def2-TZVPD" spin_multiplicity=1 max_force_ev_per_a=4.15 charge=+1 e_above_lowest_kcal_mol=90.3 gap_ev=8.312
C -0.77148 0.94332 0.62368 -0.86 -1.60 -2.11
C -1.43555 2.13706 0.59958 0.65 -1.87 -1.41
C -2.49206 -0.06343 -0.73882 0.02 0.28 -0.43
N -1.48274 -0.21638 0.03637 2.18 2.35 2.64
H 0.21175 0.57530 0.93109 -0.01 1.20 -0.40
H -2.52041 2.16371 0.48831 0.25 -0.07 -0.16
H -0.85813 2.97365 0.26198 0.24 1.01 1.36
H -3.32371 -0.62913 -0.43010 -1.07 -1.63 -1.08
H -2.46346 0.57081 -1.62191 -0.32 0.89 0.82
H -1.12596 -1.11171 0.34830 -0.96 -0.52 0.68
H 3.82644 -1.46395 1.55519 0.56 0.22 0.44
H 3.90345 -2.18424 0.18966 0.03 0.01 0.38
O 3.29942 -1.85706 0.87095 -0.60 -0.16 -0.92
H 2.12793 -0.82686 -0.36931 -0.39 -0.08 -0.22
H 1.73884 -0.40147 -1.79583 0.28 0.15 -0.66
O 1.36567 -0.60961 -0.94915 0.01 -0.19 1.07


| no. | LUMO (eV) |
| --- | --- |
| 1 | 0.253 |
| 2 | -2.010 |
| 3 | -6.065 |